The following is a quantum chemistry calculation of C2H4NO2 as an isolated structure in a non-equilibrium geometry, from the OMol25 dataset.

Structure (ORCA input):
```
! RIJCOSX wB97M-V def2-TZVPD def2/J DEFGRID3
* xyz -1 1
C -1.0745 0.3481 0.6740
C 0.0633 -0.2304 -0.3513
H 2.0357 0.3790 -0.3518
H -0.0790 0.4731 -1.1723
H 0.8917 -0.3296 0.5220
O -2.1025 0.6919 0.0426
O -0.9802 0.3222 1.9053
H -0.3691 -1.1056 -0.8264
N 1.6146 -0.5487 -0.4420
*
```

ΔE to the lowest compared entry with this formula, charge and spin ... 364.9 kJ/mol
Frontier orbital gap ... 8.8 eV

=====

The following is a quantum chemistry calculation of a 2-piece molecular cluster, C4H5N overall in a non-equilibrium geometry, from the OMol25 dataset.

Structure (ORCA input):
```
! RIJCOSX wB97M-V def2-TZVPD def2/J DEFGRID3
* xyz 0 1
C 1.8521 0.8607 0.1343
H 2.4707 1.4176 0.8084
N 2.0888 -0.6766 -0.1837
H -1.5855 0.8464 -0.1829
H -1.2031 -2.0802 0.3269
C -1.1504 -1.0996 0.0925
C -2.0335 -0.1299 -0.1660
H 1.6384 1.3137 -0.8648
H -3.0466 -0.1287 -0.1485
C 0.9690 -0.3235 0.1837
*
```

ΔE to the lowest compared entry with this formula, charge and spin ... 605.9 kJ/mol
Frontier orbital gap (spin up / spin down) ... 9.1 / 9.1 eV

=====

The following is a quantum chemistry calculation of a single C6H10O molecule in a non-equilibrium geometry, from the OMol25 dataset.

Structure (ORCA input):
```
! RIJCOSX wB97M-V def2-TZVPD def2/J DEFGRID3
* xyz 0 1
C -0.1181 -0.7255 1.1362
H -3.0190 -0.1938 0.3623
H 0.0002 -0.0241 1.9724
C -0.8897 0.9576 -0.4537
H -0.7448 1.7319 0.3267
O -2.4635 -0.9053 0.0204
H 2.6636 0.6389 0.6548
H 1.5928 -1.5854 -0.0591
C 1.8257 0.5898 -0.0500
H 1.0140 1.3516 0.0016
C 0.9905 -0.6710 0.0275
H 2.2127 0.7262 -1.0691
C -0.1288 -0.4337 -0.9597
H -0.2806 -1.7378 1.5124
H -1.4312 1.3797 -1.2883
C -1.1879 -0.3854 0.0631
H -0.1336 -0.7183 -2.0157
*
```

SMILES ... C[C@H]1C[C@@]2(O)C[C@@H]12
ΔE to the lowest compared entry with this formula, charge and spin ... 247.1 kJ/mol
Frontier orbital gap ... 10.3 eV

=====

The following is a quantum chemistry calculation of a single C6H8N4 molecule in a non-equilibrium geometry, from the OMol25 dataset.

Structure (ORCA input):
```
! RIJCOSX wB97M-V def2-TZVPD def2/J DEFGRID3
* xyz 0 1
N 1.0156 -0.5681 1.3562
C 1.3470 0.0351 -1.4011
H 1.1279 1.5288 -0.3345
N -3.3579 -0.0415 0.0046
H 2.7973 0.2842 1.6195
H -3.7834 -0.4865 0.9439
C -1.1084 0.2242 -1.0645
C 1.9853 0.1109 0.9710
H -1.4948 -1.6387 1.6980
N 0.1009 -0.3202 -0.8731
H 2.7630 1.5091 -0.4124
C 1.9664 0.9133 -0.2489
N 0.0142 -0.7906 0.4912
C -2.0087 -0.3494 0.0136
C -1.2944 -0.9548 0.8788
H -3.3118 0.9708 0.1280
H 1.2563 0.4537 -2.3422
H 1.9856 -0.8804 -1.4280
*
```

ΔE to the lowest compared entry with this formula, charge and spin ... 596.3 kJ/mol
Frontier orbital gap ... 8.2 eV

=====

Please write out number 2 again, unchanged.
The following is a quantum chemistry calculation of a 2-piece molecular cluster, C4H5N overall in a non-equilibrium geometry, from the OMol25 dataset.

Structure (ORCA input):
```
! RIJCOSX wB97M-V def2-TZVPD def2/J DEFGRID3
* xyz 0 1
C 1.8521 0.8607 0.1343
H 2.4707 1.4176 0.8084
N 2.0888 -0.6766 -0.1837
H -1.5855 0.8464 -0.1829
H -1.2031 -2.0802 0.3269
C -1.1504 -1.0996 0.0925
C -2.0335 -0.1299 -0.1660
H 1.6384 1.3137 -0.8648
H -3.0466 -0.1287 -0.1485
C 0.9690 -0.3235 0.1837
*
```

ΔE to the lowest compared entry with this formula, charge and spin ... 605.9 kJ/mol
Frontier orbital gap (spin up / spin down) ... 9.1 / 9.1 eV

=====

What is the ΔE to the lowest compared entry with this formula, charge and spin in the fourth record? 596.3 kJ/mol

=====

Look up the ΔE to the lowest compared entry with this formula, charge and spin of the second one. 605.9 kJ/mol

=====

Look up the ΔE to the lowest compared entry with this formula, charge and spin of the fourth one. 596.3 kJ/mol